1.
The following is a DFT calculation (ωB97M-V/def2-TZVPD) of a cluster of 2 separate species, CH6N2S in total in a non-equilibrium geometry.

Last column: Löwdin spin population.
Positions of all 10 atoms, in Å:
S 0.720 -2.393 3.403  0.445
H 0.379 -2.905 4.674  0.134
N 0.556 0.238 -1.177  0.019
C -0.515 0.981 -1.510  0.023
N -0.519 2.061 -2.186  0.001
H 1.415 0.610 -1.556  0.003
H 0.460 -0.763 -1.193  0.017
H -1.477 0.567 -1.179  0.007
H -1.366 2.580 -1.969  0.001
H 0.348 -0.975 2.691  0.351

Charge   -1
E_tot   -14947.765 eV
LUMO (spin up / spin down)   3.671 / 3.478 eV
Highest occupied orbital energy (spin up / spin down)   -0.1 / -3.5 eV
Multiplicity   2
<S²>   0.755
Energy above the lowest of the compared OMol25 structures with the same formula, charge and spin   27.8 kcal per mole

2.
The following is a DFT calculation (ωB97M-V/def2-TZVPD) of a structure of composition C35H95AgN8O9 in a non-equilibrium geometry.

Last column: Löwdin charge in e.
Positions of all 148 atoms, in Å:
Ag -2.198 1.599 3.114  0.745
C -0.466 -0.180 -0.851  -0.070
C -0.039 0.719 0.312  -0.606
C 1.110 1.597 -0.251  -0.049
O -1.001 1.501 0.929  -0.369
H -0.673 0.371 -1.773  0.069
H -1.430 -0.676 -0.688  0.051
H 0.285 -0.958 -0.974  0.047
H 0.438 0.058 1.063  0.107
H 1.655 2.188 0.488  0.039
H 0.722 2.336 -0.963  0.075
H 1.815 0.996 -0.834  0.059
C -4.629 3.272 -2.617  -0.056
C -3.717 2.479 -1.701  -0.419
C -4.044 0.975 -1.692  -0.205
O -5.440 0.760 -1.563  -0.179
C -5.703 -0.571 -1.159  -0.105
N -2.313 2.713 -2.035  0.059
H -5.670 3.238 -2.298  0.076
H -4.649 2.829 -3.621  0.070
H -4.293 4.302 -2.725  0.078
H -3.853 2.875 -0.690  0.138
H -3.528 0.603 -0.798  0.106
H -3.651 0.466 -2.577  0.117
H -5.689 -0.652 -0.070  0.078
H -5.029 -1.284 -1.639  0.087
H -6.710 -0.852 -1.472  0.086
H -2.182 2.286 -2.949  0.024
H -1.681 2.355 -1.326  0.039
C 1.825 2.395 5.583  -0.054
C 1.705 2.544 4.082  -0.419
C 2.848 1.881 3.316  -0.205
O 4.102 2.463 3.572  -0.177
C 5.107 2.167 2.650  -0.123
N 0.453 1.949 3.612  0.026
H 2.797 2.816 5.859  0.082
H 1.817 1.362 5.934  0.077
H 1.099 2.989 6.137  0.078
H 1.707 3.607 3.841  0.135
H 2.599 1.974 2.248  0.096
H 2.975 0.797 3.477  0.132
H 5.016 2.591 1.647  0.072
H 5.263 1.080 2.651  0.086
H 6.055 2.549 3.035  0.094
H 0.456 0.953 3.827  0.057
H 0.308 1.949 2.595  0.018
C 6.918 0.910 -0.319  -0.072
C 5.825 -0.165 -0.374  -0.414
C 4.784 0.088 -1.471  -0.230
O 3.816 -0.917 -1.586  -0.230
C 3.119 -0.898 -2.829  -0.080
N 6.550 -1.438 -0.648  0.052
H 6.562 1.919 -0.095  0.064
H 7.430 0.920 -1.284  0.078
H 7.630 0.654 0.462  0.079
H 5.352 -0.163 0.610  0.116
H 5.349 0.260 -2.398  0.129
H 4.347 1.079 -1.264  0.122
H 2.877 0.099 -3.201  0.092
H 2.233 -1.508 -2.680  0.081
H 3.779 -1.342 -3.582  0.094
H 5.786 -2.112 -0.684  0.028
H 6.932 -1.463 -1.589  0.075
C -3.941 1.573 -9.157  -0.078
C -2.975 1.879 -8.035  -0.459
C -2.531 0.594 -7.359  -0.185
O -1.646 0.843 -6.270  -0.190
C -2.214 1.400 -5.117  -0.134
N -1.830 2.630 -8.567  0.039
H -3.424 1.178 -10.039  0.082
H -4.455 2.464 -9.522  0.076
H -4.651 0.786 -8.898  0.077
H -3.528 2.543 -7.361  0.131
H -2.035 -0.101 -8.031  0.135
H -3.403 0.120 -6.890  0.122
H -1.707 0.940 -4.265  0.075
H -3.276 1.151 -4.998  0.087
H -2.064 2.485 -5.110  0.096
H -2.110 3.531 -8.940  0.072
H -1.186 2.894 -7.826  0.067
C -0.128 -5.605 2.968  -0.042
C -0.063 -5.290 4.470  -0.456
C -0.798 -3.977 4.810  -0.198
O -0.417 -2.843 4.084  -0.225
C 0.932 -2.436 4.123  -0.079
N -0.639 -6.369 5.244  0.041
H 0.172 -6.642 2.800  0.080
H 0.568 -4.992 2.397  0.050
H -1.148 -5.484 2.599  0.076
H 1.012 -5.131 4.653  0.124
H -0.677 -3.802 5.887  0.127
H -1.850 -4.206 4.639  0.118
H 1.634 -3.238 3.893  0.068
H 1.138 -1.994 5.104  0.097
H 1.090 -1.649 3.383  0.081
H -0.479 -6.156 6.224  0.077
H -0.194 -7.246 5.012  0.074
C -0.397 6.546 -0.219  -0.060
C -0.024 5.112 0.151  -0.444
C 0.778 4.990 1.455  -0.183
O 1.926 5.824 1.364  -0.194
C 3.044 5.274 0.712  -0.099
N -1.262 4.342 0.258  0.042
H 0.542 7.103 -0.294  0.072
H -1.055 7.053 0.486  0.078
H -0.865 6.609 -1.202  0.074
H 0.599 4.725 -0.670  0.116
H 1.050 3.961 1.699  0.086
H 0.150 5.391 2.252  0.132
H 3.460 4.395 1.216  0.070
H 3.762 6.088 0.628  0.092
H 2.767 4.975 -0.308  0.084
H -1.741 4.260 -0.632  0.034
H -1.039 3.367 0.494  0.009
C -2.575 -2.764 1.178  -0.042
C -3.262 -1.674 2.012  -0.395
C -4.211 -2.305 3.009  -0.202
O -5.278 -2.853 2.256  -0.189
C -6.141 -3.654 3.023  -0.111
N -2.244 -0.879 2.701  0.030
H -1.866 -2.310 0.484  0.044
H -3.274 -3.263 0.503  0.091
H -2.060 -3.480 1.820  0.065
H -3.752 -1.046 1.267  0.123
H -4.586 -1.518 3.677  0.127
H -3.749 -3.081 3.629  0.117
H -6.994 -3.967 2.429  0.088
H -6.505 -3.158 3.932  0.087
H -5.577 -4.523 3.392  0.089
H -1.582 -1.456 3.226  0.056
H -1.655 -0.494 1.954  0.031
C 3.778 -3.709 1.379  -0.051
C 3.206 -4.216 0.073  -0.420
C 1.816 -3.632 -0.187  -0.231
O 1.138 -4.180 -1.284  -0.176
C -0.251 -3.909 -1.272  -0.085
N 4.080 -3.954 -1.088  0.057
H 3.051 -3.942 2.160  0.055
H 3.995 -2.640 1.314  0.077
H 4.711 -4.209 1.635  0.084
H 3.075 -5.296 0.195  0.140
H 1.894 -2.535 -0.248  0.119
H 1.225 -3.818 0.727  0.101
H -0.626 -4.501 -2.105  0.097
H -0.409 -2.839 -1.404  0.060
H -0.738 -4.234 -0.348  0.074
H 3.486 -4.218 -1.876  0.070
H 4.149 -2.943 -1.234  0.028

E_tot   -72177.643 eV
LUMO   -0.685 eV
Highest occupied orbital energy   -8.0 eV
Energy above the lowest of the compared OMol25 structures with the same formula, charge and spin   46.7 kcal per mole

3.
The following is a DFT calculation (ωB97M-V/def2-TZVPD) of an isolated molecule of C17H21NO4S.

Last column: Löwdin charge in e.
Positions of all 44 atoms, in Å:
C -0.665 3.638 2.385  -0.092
H -1.018 2.610 2.400  0.075
H -1.143 4.153 1.555  0.075
H -0.963 4.122 3.312  0.069
C 0.857 3.675 2.231  -0.210
C 1.272 3.010 0.951  -0.236
C 1.458 3.739 -0.215  -0.018
C 1.798 3.130 -1.412  0.000
C 1.964 1.750 -1.467  -0.262
C 1.788 1.019 -0.294  -0.184
C 1.445 1.631 0.890  0.000
H 1.326 1.007 1.762  0.125
S 2.095 -0.748 -0.317  0.656
O 1.616 -1.290 0.921  -0.289
O 3.453 -0.987 -0.695  -0.268
N 1.137 -1.375 -1.520  -0.122
H 1.487 -1.142 -2.434  0.105
C -0.288 -1.279 -1.331  -0.207
C -0.964 -2.612 -1.699  -0.180
O -2.266 -2.725 -1.182  -0.046
C -2.436 -3.073 0.133  -0.261
C -3.762 -3.270 0.522  -0.015
C -4.063 -3.641 1.816  -0.091
C -3.048 -3.823 2.743  -0.105
C -1.736 -3.621 2.359  -0.080
C -1.417 -3.247 1.063  -0.021
H -0.381 -3.084 0.813  0.095
H -0.936 -3.752 3.073  0.106
H -3.282 -4.116 3.755  0.097
H -5.093 -3.793 2.102  0.102
H -4.537 -3.128 -0.214  0.115
H -0.326 -3.435 -1.354  0.128
H -1.078 -2.690 -2.783  0.129
H -0.736 -0.456 -1.901  0.131
H -0.445 -1.085 -0.267  0.108
O 2.265 1.036 -2.583  -0.114
C 2.634 1.737 -3.751  -0.061
H 2.934 0.975 -4.468  0.098
H 1.793 2.309 -4.158  0.098
H 3.477 2.407 -3.563  0.102
H 1.933 3.738 -2.293  0.107
H 1.337 4.813 -0.195  0.119
H 1.196 4.713 2.235  0.109
H 1.315 3.160 3.076  0.113

E_tot   -38484.228 eV
LUMO   0.517 eV
Highest occupied orbital energy   -8.4 eV
Energy above the lowest of the compared OMol25 structures with the same formula, charge and spin   40.1 kcal per mole

4.
The following is a DFT calculation (ωB97M-V/def2-TZVPD) of a structure of composition C22H29FN6O6S3 in a non-equilibrium geometry.

Last column: Löwdin charge in e.
Positions of all 67 atoms, in Å:
O 1.152 -3.340 1.592  -0.385
S 1.097 -4.253 0.407  1.036
O 2.561 -4.230 -0.454  -0.365
C 3.699 -4.307 0.455  -0.232
C 4.397 -2.906 0.790  -0.164
C 4.345 -1.819 -0.380  -0.223
C 2.940 -1.077 -0.566  -0.455
S 2.661 0.380 0.551  0.907
C 3.674 0.245 2.071  -0.550
N 3.325 -0.209 3.393  0.022
N 4.450 -0.058 4.157  -0.017
C 5.491 0.480 3.344  -0.085
O 5.018 0.675 2.015  -0.059
O -0.011 -3.462 -0.678  -0.447
S -1.431 -3.048 0.104  0.788
O -1.336 -1.758 0.877  -0.252
O -2.487 -2.804 -0.979  -0.309
F -2.041 -4.303 1.035  -0.183
H 4.407 -5.108 0.049  0.140
H 3.307 -4.728 1.457  0.117
H 4.016 -2.531 1.804  0.111
H 5.515 -3.141 0.962  0.126
H 4.615 -2.284 -1.391  0.123
H 5.159 -1.036 -0.147  0.113
H 2.933 -0.660 -1.642  0.097
H 2.026 -1.745 -0.488  0.042
H 6.551 0.750 3.653  0.134
N -3.599 1.529 -0.740  0.003
C -4.399 1.974 0.279  -0.149
C -4.808 0.882 1.003  -0.107
C -4.230 -0.264 0.403  -0.106
C -3.483 0.166 -0.668  -0.155
H -3.161 2.114 -1.433  0.139
H -4.609 3.027 0.399  0.101
H -5.453 0.905 1.869  0.090
H -4.345 -1.290 0.716  0.092
H -2.888 -0.379 -1.384  0.090
N -4.957 -2.310 -4.923  0.002
C -4.298 -1.714 -3.881  -0.130
C -4.266 -0.362 -4.121  -0.114
C -4.935 -0.134 -5.349  -0.115
C -5.353 -1.354 -5.820  -0.144
H -5.125 -3.299 -5.015  0.145
H -3.910 -2.301 -3.063  0.091
H -3.812 0.380 -3.482  0.068
H -5.093 0.818 -5.834  0.087
H -5.895 -1.623 -6.714  0.104
N 7.061 0.981 6.776  0.000
C 7.021 2.331 7.004  -0.145
C 8.000 2.635 7.918  -0.116
C 8.659 1.424 8.249  -0.117
C 8.060 0.422 7.528  -0.144
H 6.450 0.477 6.153  0.114
H 6.301 2.956 6.499  0.105
H 8.219 3.619 8.304  0.090
H 9.480 1.301 8.939  0.090
H 8.256 -0.639 7.485  0.104
N -6.162 3.784 -4.006  0.003
C -7.149 3.431 -4.887  -0.147
C -7.253 4.426 -5.828  -0.117
C -6.289 5.414 -5.506  -0.119
C -5.629 4.989 -4.379  -0.148
H -5.873 3.241 -3.209  0.139
H -7.691 2.506 -4.767  0.107
H -7.945 4.441 -6.656  0.089
H -6.098 6.333 -6.040  0.089
H -4.829 5.439 -3.811  0.102

E_tot   -79724.892 eV
LUMO   -1.495 eV
Highest occupied orbital energy   -7.9 eV

5.
The following is a DFT calculation (ωB97M-V/def2-TZVPD) of a structure of composition C7H9NO2Sr in a non-equilibrium geometry.

Last column: Löwdin charge in e.
Positions of all 20 atoms, in Å:
Sr 1.299 -1.453 -0.368  1.110
C 0.206 -0.510 -4.301  -0.051
H 1.245 -0.699 -3.985  -0.008
H -0.365 -1.390 -4.584  -0.003
H 0.074 0.426 -4.850  -0.003
H -1.226 0.186 -3.772  -0.020
H -1.794 0.241 -3.216  0.084
O 1.355 2.803 0.615  0.056
C 1.264 1.619 0.304  -0.610
O 1.635 0.893 -0.728  -0.294
C 0.545 0.738 1.343  -0.240
C 0.475 0.969 2.729  0.032
C -0.286 0.069 3.479  -0.049
C -0.949 -0.987 2.904  -0.073
C -0.880 -1.176 1.544  -0.195
N -0.211 -0.239 0.835  -0.180
H 0.934 1.871 3.095  0.121
H -0.375 0.257 4.548  0.116
H -1.590 -1.662 3.473  0.115
H -1.359 -1.955 0.934  0.092

E_tot   -13821.172 eV
LUMO (spin up / spin down)   -0.383 / -0.327 eV
Highest occupied orbital energy (spin up / spin down)   -8.8 / -4.9 eV
Energy above the lowest of the compared OMol25 structures with the same formula, charge and spin   0.0 kcal per mole